Molecular formula: C5H11NO
Method: DFT, the ωB97M-V functional and the def2-TZVPD basis

Geometry (Å):
N 0.261 -1.590 -1.235
C -0.876 -1.243 -0.508
C -1.702 -2.208 -0.065
C 0.201 2.351 -0.784
C -0.688 1.162 -1.029
C -1.005 0.195 -0.157
H 0.690 -0.720 -1.501
H 0.298 -2.341 -1.905
H -1.678 -3.229 -0.455
H -2.596 -2.120 0.541
H -0.293 3.314 -0.559
H 0.997 2.691 -1.454
H 0.674 2.174 0.184
H -0.704 0.796 -2.061
H -1.251 0.409 0.887
H 2.653 -0.517 3.814
H 2.761 0.848 3.164
O 2.259 0.029 3.124

Its spin multiplicity is 1. Its strongest force on any atom is 3.0 eV Å⁻¹. The relative energy (zero: lowest compared OMol25 entry of this formula, charge and spin) is 70.9 kcal/mol. The HOMO-LUMO gap comes out at 8.4 eV. As for the molar mass: 101.15 u. The SMILES is C=C(N)/C=C/C.O. Its net charge is 0. As for the lowest unoccupied orbital energy: 0.8 eV.